Record 1
{"formula": "CH2ClF2NS", "method": "ωB97M-V/def2-TZVPD", "energy_ev": -31349.3288, "gap_ev": 9.572, "e_above_lowest_kcal_mol": 48.0, "charge": 0, "lumo_energy_ev": -0.763, "species": ["Cl", "S", "F", "F", "N", "C", "H", "H"], "coordinates": [[0.73328, 1.82732, -0.82401], [0.39493, -1.74031, 0.03404], [1.40223, -1.67188, -1.31321], [-0.79832, -1.77081, -1.07771], [0.21841, -0.27860, 0.96694], [-0.24059, 0.99932, 0.47579], [-1.39120, 1.06987, 0.31381], [-0.31873, 1.56509, 1.42435]], "forces_ev_per_angstrom": [[-0.7, -0.6, 1.0], [-0.9, 6.0, 0.5], [-0.3, 0.2, 1.8], [0.1, -0.2, 1.1], [1.0, -5.4, -3.5], [-2.3, 0.4, 0.9], [1.9, -0.7, -1.1], [1.3, 0.4, -0.6]], "mulliken_charge": [-0.156, 0.665, -0.239, -0.208, -0.341, -0.332, 0.295, 0.316]}


Record 2
{"formula": "C30H28N7O4RuS4", "method": "ωB97M-V/def2-TZVPD", "energy_ev": -96106.3716, "gap_ev": [6.093, 6.191], "e_above_lowest_kcal_mol": 28.9, "spin_multiplicity": 2, "charge": 0, "lumo_energy_ev": [-1.189, -1.209], "species": ["Ru", "S", "S", "S", "S", "O", "O", "O", "O", "N", "N", "N", "N", "N", "N", "N", "C", "C", "C", "C", "C", "C", "C", "C", "C", "C", "C", "C", "C", "C", "C", "C", "C", "C", "C", "C", "C", "C", "C", "C", "C", "C", "C", "C", "C", "C", "H", "H", "H", "H", "H", "H", "H", "H", "H", "H", "H", "H", "H", "H", "H", "H", "H", "H", "H", "H", "H", "H", "H", "H", "H", "H", "H", "H"], "coordinates": [[0.59889, -0.80675, -0.11706], [4.46907, -0.94942, 2.71475], [0.10424, 0.58128, 1.84206], [3.84954, -0.71805, -3.61647], [0.40355, 1.82592, -1.12018], [-0.59733, -1.50216, -1.78608], [0.68683, 2.73889, -0.04679], [1.48055, 0.83370, -1.36066], [-1.51096, -0.94568, -3.76410], [-1.28977, -1.75569, 1.83584], [-0.93910, 1.01357, -0.83626], [-0.41707, -2.13976, 0.97959], [-2.13741, -0.16079, 3.17201], [2.56946, -1.31982, 1.07808], [2.47089, -1.61865, -1.68135], [-2.10295, 1.08312, 3.55923], [1.13051, 2.56161, -3.66205], [-1.21393, -0.51941, 2.30163], [-0.10360, -6.28193, 0.44716], [-3.61174, 3.41085, 5.95012], [0.07887, 4.36599, -4.87493], [-1.23474, -0.74319, -2.59012], [4.79370, -0.72824, 1.04736], [2.83472, -1.37574, 2.35418], [-2.84459, 2.91627, 4.91196], [-0.68844, 3.79121, -2.65848], [2.47448, -1.57772, -2.97576], [-1.13907, -4.40510, 1.53898], [1.47928, -2.21390, -3.87752], [-0.04024, 5.20360, -6.11801], [0.67737, -5.41199, -0.30193], [-1.01259, -5.76778, 1.36323], [4.41582, -0.43849, -2.02517], [-4.42205, 2.56316, 6.69291], [3.67572, -0.98004, 0.32134], [0.56203, -4.04512, -0.14032], [1.89538, -1.77278, 3.43440], [1.03667, 3.35923, -4.79127], [0.26684, 2.78811, -2.60485], [-0.78119, 4.57161, -3.79764], [-3.68699, 0.69644, 5.35969], [-1.75532, 0.58740, -1.93217], [-4.44886, 1.20671, 6.39375], [-2.88010, 1.55473, 4.60802], [-0.34684, -3.52212, 0.78718], [3.55753, -0.98412, -1.12872], [-1.52896, 5.35326, -3.85185], [5.31231, 0.13027, -1.84223], [1.38411, -5.80974, -1.01879], [-3.69122, -0.35514, 5.11182], [-0.00276, -7.35152, 0.31910], [-1.84036, -3.98724, 2.24577], [-5.03137, 2.95740, 7.49490], [1.71432, 3.20111, -5.62174], [1.86582, 1.77078, -3.58726], [1.95174, -3.01049, -4.45559], [-1.83896, 1.31361, -2.74057], [0.65915, -2.62179, -3.29406], [-1.62541, -6.43895, 1.95124], [-2.21195, 3.57657, 4.32950], [-3.57986, 4.46729, 6.18201], [-1.42282, 1.70102, 3.11916], [-0.51929, 6.15793, -5.90462], [-0.64338, 4.68102, -6.86393], [1.06483, -1.48655, -4.57607], [2.44243, -2.10969, 4.31323], [-5.06993, 0.54098, 6.97879], [5.77808, -0.47117, 0.69529], [0.93647, 5.39375, -6.56228], [1.17051, -3.37260, -0.72725], [-2.74950, 0.32764, -1.56016], [1.23126, -2.56131, 3.08370], [-1.34035, 3.95144, -1.80856], [1.27798, -0.91683, 3.70487]], "forces_ev_per_angstrom": [[-0.3, 2.2, 0.8], [-0.4, -0.2, -0.2], [0.0, -1.4, -0.9], [-0.2, -0.2, 0.2], [-0.9, 0.4, 0.1], [1.0, -0.6, 1.0], [0.1, 0.2, -0.1], [0.3, -0.4, 0.1], [0.3, -0.4, 0.3], [0.3, -1.8, -0.1], [0.9, 0.0, 0.4], [-0.8, 1.1, 0.4], [-0.2, -0.5, -0.3], [-0.7, 0.3, -0.9], [-0.3, -0.3, 0.1], [0.5, 0.0, 0.0], [0.0, -0.1, 0.0], [0.6, 1.9, 0.1], [0.0, 0.1, 0.0], [-0.1, 0.0, 0.1], [0.0, 0.0, 0.0], [-0.9, 1.6, -0.4], [-0.1, -0.1, 0.1], [0.4, 0.0, 0.1], [0.2, -0.2, -0.2], [0.0, 0.0, 0.1], [0.4, 0.1, -0.3], [0.1, 0.4, -0.1], [0.0, -0.1, -0.1], [0.0, -0.1, 0.0], [0.0, -0.3, 0.0], [0.0, -0.1, 0.0], [0.0, 0.0, 0.0], [0.0, 0.0, 0.0], [0.3, 0.1, 0.3], [-0.2, 0.4, 0.2], [-0.1, 0.1, 0.0], [-0.1, 0.1, 0.0], [0.1, -0.3, 0.2], [0.0, -0.1, 0.0], [0.2, 0.0, -0.3], [0.4, -1.2, -0.7], [0.0, 0.1, 0.1], [-0.5, 0.1, 0.5], [-0.1, -1.4, -0.3], [0.2, 0.0, -0.4], [0.0, 0.0, 0.0], [0.0, 0.0, 0.0], [0.0, 0.0, 0.0], [-0.1, 0.0, 0.0], [0.0, 0.0, 0.0], [0.0, -0.1, 0.0], [0.0, 0.0, 0.0], [0.0, 0.0, 0.0], [0.0, 0.0, 0.0], [0.0, 0.0, 0.0], [-0.1, 0.1, 0.1], [0.0, 0.1, 0.0], [0.0, 0.0, 0.0], [0.0, 0.0, 0.0], [0.0, 0.0, 0.0], [-0.1, 0.1, 0.0], [0.0, 0.0, 0.0], [0.0, 0.0, 0.0], [-0.1, 0.0, 0.0], [0.0, -0.1, 0.0], [0.0, 0.0, 0.0], [0.0, 0.0, 0.0], [0.0, 0.0, 0.0], [0.0, 0.0, 0.0], [0.0, 0.3, 0.0], [0.1, 0.0, 0.0], [0.0, 0.0, 0.0], [0.0, 0.0, 0.0]], "mulliken_spin": [1.025, 0.002, -0.024, 0.005, -0.010, 0.066, -0.001, -0.006, 0.010, -0.040, 0.045, 0.129, -0.184, -0.022, 0.009, -0.118, 0.000, 0.054, 0.052, 0.022, 0.000, -0.001, -0.003, 0.006, -0.041, -0.002, 0.001, 0.056, 0.001, 0.000, -0.032, -0.024, 0.003, -0.036, 0.018, 0.072, 0.008, -0.001, 0.004, 0.000, -0.036, 0.004, 0.016, 0.036, -0.038, -0.013, 0.000, 0.000, 0.000, -0.007, 0.004, 0.005, -0.002, 0.000, 0.000, 0.001, -0.001, -0.002, -0.001, -0.001, 0.001, 0.012, 0.000, 0.000, 0.000, 0.001, 0.001, 0.000, 0.000, -0.017, -0.001, -0.001, 0.000, -0.006]}